Entry 1:
# C5H9NO

A cluster of 2 separate species, C5H9NO in total (ωB97M-V/def2-TZVPD, OMol25).

Values from the calculation:
frontier orbital gap: 9.636 eV
E_tot: -8865.575 eV
multiplicity: 1

Each line ends with the Mulliken charge.
CARTESIAN COORDINATES (ANGSTROEM)
1 C 1.8867 0.1573 -0.2037  -0.8255
2 C 0.6369 -0.0581 0.6538  -0.8166
3 C -0.5022 -0.8164 -0.0357  0.6664
4 O -0.1117 -2.0666 -0.4223  -0.5173
5 C -1.8130 -0.6077 -0.2213  -0.8305
6 C -2.0947 2.0465 0.6055  -0.1012
7 N -1.2267 2.2136 -0.1777  -0.2756
8 H 1.7112 0.8986 -0.9853  0.2306
9 H 2.7165 0.5316 0.4034  0.3342
10 H 2.2199 -0.7634 -0.6893  0.2717
11 H 0.3562 0.8945 1.1150  0.3544
12 H 0.9227 -0.7128 1.4952  0.3174
13 H -0.6188 1.7553 -0.8305  0.3210
14 H 0.7110 -2.2978 0.0161  0.3281
15 H -2.4361 -1.4616 -0.4010  0.2491
16 H -2.3579 0.2869 -0.3221  0.2939

Cartesian forces, eV/Å:
C 0.1 0.0 -0.1
C -0.1 0.0 0.0
C -0.3 0.2 0.3
O 0.4 -0.5 0.2
C 0.3 -0.5 -0.1
C 0.7 1.1 -0.4
N -0.8 0.0 0.7
H 0.0 0.0 -0.1
H -0.1 -0.1 0.0
H 0.0 0.1 0.0
H -0.3 -0.4 -0.2
H -0.2 0.1 -0.1
H 0.1 0.2 -0.2
H 0.1 -0.1 0.1
H 0.2 -0.6 -0.5
H -0.1 0.5 0.5

Entry 2:
# C2H9N3OS

A structure of composition C2H9N3OS (ωB97M-V/def2-TZVPD, OMol25).

Values from the calculation:
frontier orbital gap (spin up / spin down): 8.447 / 8.446 eV
E_tot: -19569.399 eV
multiplicity: 1

Each line ends with the Mulliken charge.
CARTESIAN COORDINATES (ANGSTROEM)
1 C 0.8582 -0.1162 1.0334  -0.8549
2 C 2.1826 0.3436 -0.9682  -0.7829
3 N -2.7078 -0.5841 0.5523  -0.3810
4 N -1.8812 -0.9915 -0.4327  -0.4574
5 N 0.9381 0.3561 -0.2973  0.0282
6 O -1.3290 1.5954 -0.1568  -0.5252
7 S -0.5919 0.7282 -1.0498  0.4611
8 H -0.1923 -0.1720 1.2721  0.1038
9 H 1.3856 -1.1075 1.0537  0.2998
10 H 1.5176 0.3810 1.6341  0.4491
11 H 2.8569 1.1507 -0.6025  0.2924
12 H 2.7532 -0.5139 -0.6667  0.3122
13 H 2.0929 0.3502 -2.0483  0.2649
14 H -2.2816 -0.5965 1.4607  0.2753
15 H -3.0729 0.3252 0.4030  0.2629
16 H -2.5282 -1.1488 -1.1870  0.2516

Cartesian forces, eV/Å:
C 0.2 -2.9 -1.5
C 1.1 0.7 0.2
N 0.2 -0.1 0.6
N 1.6 -0.2 -0.5
N -3.2 0.8 -1.5
O -0.4 1.4 0.8
S 1.0 -2.5 0.4
H 0.2 0.0 0.9
H -1.1 0.0 0.0
H 0.9 2.2 2.2
H -0.5 0.1 -0.5
H 0.1 -1.1 -0.1
H 0.0 0.2 -0.1
H 0.3 -0.1 0.3
H -0.7 1.2 -0.2
H 0.4 0.2 -1.1

Entry 3:
# C5H8O4

A structure of composition C5H8O4 (ωB97M-V/def2-TZVPD, OMol25).

Values from the calculation:
frontier orbital gap: 8.313 eV
E_tot: -13502.853 eV
multiplicity: 1

Each line ends with the Mulliken charge.
CARTESIAN COORDINATES (ANGSTROEM)
1 C 0.8914 -0.6060 0.1933  0.6340
2 C 1.4100 -1.0729 1.5278  -1.2493
3 C -1.4812 1.7000 -0.9582  -1.1139
4 C -0.9364 -0.1150 0.6513  0.3326
5 C -1.3953 0.2313 -0.6630  0.8095
6 O 0.7675 -1.5461 -0.7406  -0.5824
7 O 1.4962 0.5658 -0.2190  -0.5030
8 O -1.3143 -0.2070 1.7693  -0.4788
9 O -1.3693 -0.6428 -1.5720  -0.6398
10 H 1.9144 0.4214 -1.0781  0.3549
11 H -0.1150 -1.3613 -1.3149  0.4615
12 H 1.3707 -0.2675 2.2570  0.3453
13 H 0.8095 -1.9033 1.8862  0.3047
14 H 2.4449 -1.3929 1.3964  0.3650
15 H -1.7762 2.2703 -0.0782  0.3660
16 H -2.2050 1.8566 -1.7571  0.3392
17 H -0.5119 2.0693 -1.3002  0.2545

Cartesian forces, eV/Å:
C -2.1 0.6 1.1
C 0.0 -0.1 -0.2
C -0.3 0.0 -0.1
C 2.4 -1.1 0.1
C -0.2 -0.3 -1.6
O -0.7 -0.2 -1.1
O 0.4 0.4 -0.3
O -0.4 0.1 0.1
O -0.5 1.2 1.0
H -0.1 -0.1 0.0
H 1.4 -0.3 1.0
H 0.0 0.0 0.0
H 0.0 -0.1 0.0
H 0.0 0.0 0.0
H 0.0 0.0 0.0
H 0.0 0.0 0.0
H 0.1 -0.1 0.0

Entry 4:
# C16H50F6O9P

A cluster of 10 separate species, C16H50F6O9P in total (ωB97M-V/def2-TZVPD, OMol25).

Values from the calculation:
total charge: -1
frontier orbital gap: 9.748 eV
E_tot: -61431.918 eV
multiplicity: 1

Each line ends with the Mulliken charge.
CARTESIAN COORDINATES (ANGSTROEM)
1 P -0.4006 0.4083 0.6747  1.9345
2 F 0.5567 -0.8301 1.0697  -0.3754
3 F 0.4584 0.7966 -0.6014  -0.3709
4 F -1.4211 -0.5389 -0.2042  -0.2829
5 F -1.3823 1.6870 0.3596  -0.3990
6 F -1.3566 0.0031 1.9106  -0.4345
7 F 0.4670 1.4431 1.6021  -0.4030
8 C -3.9148 1.9905 -1.5804  -0.5063
9 O -4.2131 1.0864 -0.5357  -0.6142
10 H -4.8441 2.3220 -2.0546  0.3585
11 H -3.3814 2.8834 -1.2480  0.2091
12 H -3.3688 1.5267 -2.4075  0.1867
13 H -3.3511 0.6875 -0.3577  0.2744
14 C -3.3231 -3.6695 -0.4863  -0.9082
15 C -4.6372 -3.3027 -1.1626  0.8204
16 C -4.6947 -3.4291 -2.6917  -1.3325
17 O -5.6090 -4.1762 -0.5480  -0.5973
18 H -3.1395 -4.6996 -0.7986  0.4039
19 H -3.3332 -3.5759 0.5999  0.4061
20 H -2.4080 -3.1290 -0.7491  -0.1827
21 H -5.0541 -2.2963 -1.0517  0.0983
22 H -4.3016 -4.3500 -3.1281  0.3520
23 H -4.0193 -2.6529 -3.0652  0.3155
24 H -5.6861 -3.1894 -3.0691  0.3402
25 H -5.4557 -4.2324 0.3949  0.3140
26 C 2.2919 -2.5467 -3.1623  -1.5172
27 C 0.8721 -2.3836 -2.6514  1.3715
28 C -0.1136 -3.4395 -3.2075  -1.3242
29 O 0.8100 -2.4956 -1.2176  -0.5931
30 H 2.8236 -3.3896 -2.7222  0.3399
31 H 2.8442 -1.6219 -3.0056  0.3281
32 H 2.1674 -2.7639 -4.2270  0.3888
33 H 0.5322 -1.3748 -2.8986  -0.1964
34 H -0.6772 -3.9362 -2.4174  0.2709
35 H 0.4050 -4.3461 -3.5491  0.3572
36 H -0.7214 -2.9945 -3.9920  0.3438
37 H 0.2598 -1.7571 -0.9289  0.0043
38 C 2.0417 -0.3657 3.9089  -1.2495
39 C 2.1942 -0.8111 5.3540  0.6285
40 C 1.9295 -2.2857 5.6063  -1.1331
41 O 3.4875 -0.4316 5.8181  -0.5907
42 H 1.0890 -0.4739 3.4002  0.0578
43 H 2.7651 -0.9351 3.3045  0.3808
44 H 2.4057 0.6589 3.8026  0.4259
45 H 1.5167 -0.2338 5.9980  0.2053
46 H 1.1212 -2.3554 6.3388  0.2530
47 H 2.7699 -2.8041 6.0650  0.3735
48 H 1.6304 -2.8051 4.6939  0.2717
49 H 4.1246 -0.5583 5.1045  0.3293
50 C 3.8128 2.1858 0.1018  -0.7566
51 C 3.5333 3.6521 -0.2523  1.0527
52 C 3.1207 4.4583 0.9721  -1.3532
53 O 4.6747 4.2956 -0.8294  -0.5725
54 H 3.2564 1.9420 1.0082  0.0853
55 H 4.8653 1.9427 0.2478  0.3957
56 H 3.4584 1.5199 -0.6864  0.1122
57 H 2.7106 3.7181 -0.9627  -0.3991
58 H 2.8808 5.4922 0.7081  0.3912
59 H 3.8887 4.4500 1.7478  0.3922
60 H 2.1553 4.1302 1.3705  0.2510
61 H 5.3123 4.4684 -0.1315  0.3594
62 C 1.0087 2.0768 -3.9282  -1.1703
63 C 0.2103 3.1084 -3.0824  1.6209
64 C -0.1061 4.4378 -3.7503  -1.4435
65 O -1.0395 2.4976 -2.7704  -0.5548
66 H 0.3582 1.6145 -4.6774  0.3138
67 H 1.2458 1.1750 -3.3498  0.0854
68 H 1.9673 2.4359 -4.3059  0.4304
69 H 0.8487 3.2047 -2.1984  -0.5873
70 H -0.0063 5.3042 -3.1003  0.3581
71 H -1.0733 4.4117 -4.2430  0.3316
72 H 0.6705 4.5544 -4.5173  0.3526
73 H -0.9156 1.9664 -1.9711  0.1256
74 O -2.0837 -0.5760 4.9099  -0.6194
75 H -1.6805 -1.1657 4.2589  0.3232
76 H -1.4104 -0.4641 5.5880  0.2862
77 O -0.0538 -3.0698 2.6577  -0.6453
78 H 0.5322 -3.7141 2.2487  0.2593
79 H 0.1384 -2.2391 2.1917  0.3858
80 O -1.3969 2.6836 3.4306  -0.6510
81 H -0.7959 2.1368 2.9032  0.2452
82 H -0.8439 3.0534 4.1251  0.2622

Cartesian forces, eV/Å:
P -2.6 1.3 1.2
F 0.3 0.3 -0.7
F 0.6 -0.5 -0.5
F 1.1 -0.1 -0.8
F 0.1 -0.4 -0.3
F 0.5 0.4 0.7
F 0.3 -0.8 -0.1
C -0.6 0.3 -0.7
O 0.5 0.0 -0.4
H -0.2 0.0 0.3
H 0.1 -0.1 0.1
H 0.3 -0.1 0.2
H -0.2 -0.2 0.5
C 0.8 0.3 -0.7
C -0.8 -0.1 0.2
C 1.0 0.1 0.3
O -0.6 -0.4 -0.9
H 0.0 -0.2 0.4
H -0.4 -0.2 0.0
H -0.4 0.3 -0.4
H 0.8 0.3 0.7
H -0.3 -0.3 0.3
H -0.1 0.1 0.0
H -0.1 -0.2 0.1
H 0.2 0.2 0.1
C -0.6 0.0 -0.3
C -0.7 -0.8 1.0
C 0.8 -0.5 0.0
O 0.5 0.5 -0.2
H -0.1 0.0 0.2
H 0.2 -0.1 -0.1
H 0.5 0.2 -0.1
H -0.1 -0.1 -0.3
H -0.6 0.9 0.2
H 0.3 0.4 -0.7
H -0.2 -0.4 0.0
H 0.1 -0.3 0.3
C 1.1 -0.1 -0.4
C -0.2 0.5 0.1
C -0.6 -0.3 0.1
O 0.5 0.2 0.1
H -0.2 0.0 0.5
H -0.2 -0.2 0.0
H -0.4 0.2 0.1
H 0.1 0.0 -0.2
H -0.1 -0.3 -0.2
H 0.2 0.2 -0.1
H -0.1 0.0 0.1
H -0.1 -0.1 0.0
C -0.5 -0.1 -0.2
C 0.5 0.3 1.0
C -0.9 0.3 -0.1
O -0.2 -0.1 -0.7
H 0.0 -0.2 0.0
H 0.1 0.4 0.1
H 0.0 0.0 0.0
H 0.2 0.0 -0.3
H 0.5 0.1 -0.2
H 0.0 -0.1 0.1
H 0.3 -0.5 0.2
H -0.1 -0.1 0.1
C -0.5 -0.4 0.1
C 0.2 -1.3 -0.2
C 1.4 -0.3 -0.6
O 0.2 0.1 0.6
H 0.2 0.7 -0.5
H 0.0 0.4 0.6
H -0.2 0.2 -0.3
H -0.4 0.5 0.3
H -0.3 -0.1 0.2
H -0.1 0.0 0.1
H -0.2 0.3 -0.1
H -0.2 0.0 -0.1
O 0.1 -0.2 0.1
H -0.1 0.1 0.0
H 0.0 0.0 -0.1
O 0.1 0.2 0.1
H -0.1 0.1 -0.1
H -0.2 -0.3 0.0
O 0.2 0.1 0.1
H -0.2 0.1 0.1
H 0.0 0.0 0.0

Short version: energy above the lowest of the compared OMol25 structures with the same formula, charge and spin = 351.0 137.0 215.2 0.0 kJ/mol, in the order given.